{"formula": "C9H25BF4O4V2", "method": "the ωB97M-V functional and the def2-TZVPD basis", "e_lumo_ev": [-8.39, -8.04], "multiplicity": 7, "max_force_ev_per_a": 4.4, "e_homo_ev": [-17.02, -17.44], "de_lowest_kcal_mol": 0.0, "total_charge": 2, "total_energy_ha": -2970.792842, "symbols": ["V", "V", "O", "H", "B", "F", "F", "F", "F", "C", "C", "C", "O", "H", "H", "H", "H", "H", "H", "H", "H", "C", "C", "C", "O", "H", "H", "H", "H", "H", "H", "H", "H", "C", "C", "C", "O", "H", "H", "H", "H", "H", "H", "H", "H"], "coordinates": [[8.48199, 13.77334, -0.45302], [11.91803, 15.91977, -0.28550], [10.38398, 14.52347, -0.04584], [10.75314, 13.61893, -0.03936], [9.50514, 13.02904, -2.88957], [9.12923, 12.78053, -4.17570], [10.84406, 12.75289, -2.70609], [9.17897, 14.33233, -2.58796], [8.81589, 12.22828, -2.00848], [8.62128, 10.13706, 2.25519], [8.51856, 11.67427, 2.00608], [9.32071, 12.61950, 2.97784], [8.97665, 11.96436, 0.68187], [9.55232, 9.72711, 1.86379], [7.87974, 9.63745, 1.63181], [8.48283, 9.84977, 3.29750], [7.45527, 11.90744, 2.06221], [9.14277, 12.16146, 3.95079], [8.89819, 13.60659, 3.16557], [10.40078, 12.69188, 2.85011], [9.44707, 11.15614, 0.46489], [14.87591, 12.70861, -1.53164], [13.50208, 13.11871, -1.02713], [12.78296, 12.16678, -0.05785], [13.51782, 14.41823, -0.53340], [15.04767, 13.38993, -2.36495], [14.76631, 11.70066, -1.93179], [15.67604, 12.73541, -0.79193], [12.95400, 13.01008, -1.96303], [12.95213, 12.25829, 1.01505], [12.96700, 11.12457, -0.31867], [11.72640, 12.21881, -0.32069], [14.10112, 14.46359, 0.22772], [8.17987, 18.62574, -1.37567], [9.56476, 18.76164, -0.67734], [9.51935, 19.60308, 0.50266], [10.23894, 17.47817, -0.47229], [7.85195, 19.56487, -1.82132], [7.37954, 18.35346, -0.68761], [8.20013, 17.87698, -2.16754], [10.19550, 19.17002, -1.46695], [9.30137, 20.65533, 0.32005], [10.50647, 19.58190, 0.96445], [8.88476, 19.22388, 1.30367], [9.56985, 16.88909, -0.11606]], "lowdin_spin": [2.9029, 2.9119, 0.0484, 0.0053, 0.0024, 0.0001, 0.0003, 0.0233, 0.0093, 0.0007, 0.0059, 0.0016, 0.0224, 0.0001, 0.0001, 0.0000, 0.0017, 0.0000, 0.0007, 0.0000, 0.0000, -0.0007, 0.0020, 0.0009, 0.0254, 0.0000, -0.0001, 0.0000, 0.0003, 0.0000, 0.0001, 0.0001, 0.0031, 0.0001, 0.0004, 0.0005, 0.0276, -0.0001, 0.0001, 0.0001, 0.0003, 0.0000, 0.0001, 0.0000, 0.0026]}


{"formula": "C9H25CeIN2", "method": "the ωB97M-V functional and the def2-TZVPD basis", "e_lumo_ev": [-10.55, -10.57], "multiplicity": 1, "max_force_ev_per_a": 5.7, "e_homo_ev": [-15.79, -15.77], "total_charge": 2, "total_energy_ha": -1239.395112, "symbols": ["C", "C", "H", "H", "H", "H", "H", "H", "Ce", "C", "H", "H", "H", "I", "C", "N", "C", "C", "C", "N", "C", "C", "H", "H", "H", "H", "H", "H", "H", "H", "H", "H", "H", "H", "H", "H", "H", "H"], "coordinates": [[0.37478, 0.14093, -3.31654], [1.53467, -2.97009, 0.17195], [-0.71974, 0.06522, -3.35770], [0.77283, -0.85857, -3.62022], [0.68981, 0.76559, -4.14778], [0.94094, -3.43899, 0.95851], [1.35669, -3.46183, -0.80946], [2.62978, -3.04309, 0.34345], [0.77639, -0.95968, -1.14845], [2.93680, -0.27923, -0.28981], [3.06008, -1.22618, 0.27538], [3.19512, 0.54071, 0.38733], [3.66271, -0.30706, -1.12091], [1.33710, 1.85134, -1.59270], [-2.63777, -0.83806, -0.51928], [-1.73749, 0.32814, -0.68895], [-2.29152, 1.18375, -1.75913], [-1.76617, 1.18694, 0.52868], [-1.25956, 0.45669, 1.74854], [0.17965, 0.10923, 1.60129], [0.95831, 1.33667, 1.88472], [0.50634, -0.87308, 2.64723], [-3.66362, -0.51125, -0.25517], [-2.26944, -1.51346, 0.26481], [-2.67756, -1.40053, -1.46259], [-3.22880, 1.65286, -1.40846], [-1.56388, 1.96342, -2.00192], [-2.49498, 0.59618, -2.65706], [-1.16541, 2.07934, 0.31370], [-2.80529, 1.52799, 0.70462], [-1.38999, 1.12836, 2.62128], [-1.84311, -0.45329, 1.93761], [0.65939, 1.76957, 2.86074], [2.02356, 1.10357, 1.90249], [0.79712, 2.08945, 1.10440], [0.44579, -0.40536, 3.64811], [-0.19773, -1.71036, 2.61149], [1.51150, -1.27264, 2.49535]], "lowdin_charge": [-0.2590, -0.1443, 0.0332, 0.0545, 0.0423, 0.0333, 0.0116, 0.0416, 0.8321, -0.3099, 0.0010, 0.0099, 0.0448, 1.2694, -0.0593, -0.3380, -0.1005, -0.1879, -0.1774, -0.2739, -0.0999, -0.0690, 0.1287, 0.0920, 0.1036, 0.1207, 0.0526, 0.0917, 0.1013, 0.1500, 0.1501, 0.1210, 0.1208, 0.0817, 0.0223, 0.1179, 0.0980, 0.0930]}


{"formula": "C9H25Cl2N7O14", "method": "the ωB97M-V functional and the def2-TZVPD basis", "e_lumo_ev": -0.24, "multiplicity": 1, "max_force_ev_per_a": 4.8, "smiles": "C[N+](=O)[O-].C[N+](=O)[O-].C[N+](=O)[O-].C[N+](=O)[O-].C[N+](=O)[O-].C[N+](=O)[O-].C[N+](=O)[O-].ClCCCl", "e_homo_ev": -10.74, "de_lowest_kcal_mol": 21.2, "total_charge": 0, "total_energy_ha": -2714.214434, "symbols": ["Cl", "C", "C", "Cl", "H", "H", "H", "H", "C", "N", "O", "O", "H", "H", "H", "C", "N", "O", "O", "H", "H", "H", "C", "N", "O", "O", "H", "H", "H", "C", "N", "O", "O", "H", "H", "H", "C", "N", "O", "O", "H", "H", "H", "C", "N", "O", "O", "H", "H", "H", "C", "N", "O", "O", "H", "H", "H"], "coordinates": [[-17.10544, 14.12689, 12.27034], [-17.77285, 15.19546, 13.58117], [-18.97397, 14.55421, 14.24007], [-19.44331, 15.56100, 15.61266], [-18.08143, 16.07734, 13.01977], [-16.91009, 15.41004, 14.21180], [-18.72649, 13.59792, 14.70092], [-19.76453, 14.39619, 13.50648], [-23.35780, 22.85272, 6.36851], [-22.05344, 22.46988, 6.96463], [-21.03100, 22.33083, 6.26548], [-22.01869, 22.49886, 8.19568], [-23.37838, 22.25204, 5.45918], [-23.31467, 23.89989, 6.06907], [-24.14546, 22.60817, 7.08118], [-25.50171, 14.12301, 7.88859], [-26.32918, 13.92675, 9.06622], [-27.25544, 14.68782, 9.35827], [-26.06836, 12.94608, 9.80593], [-24.73109, 14.80037, 8.25661], [-26.21652, 14.55790, 7.19002], [-25.15741, 13.13749, 7.57507], [-18.03793, 16.76403, 7.75433], [-16.81287, 16.36677, 7.03184], [-15.72711, 16.72980, 7.45972], [-17.00922, 15.78398, 5.95749], [-18.55205, 15.82165, 7.94325], [-18.59246, 17.52380, 7.20356], [-17.81915, 17.21439, 8.72253], [-30.57252, 18.40807, 12.26281], [-30.91989, 17.68622, 13.48776], [-31.38820, 16.55144, 13.29864], [-30.68446, 18.26918, 14.53174], [-31.54271, 18.47218, 11.77014], [-29.89679, 17.76834, 11.69515], [-30.06867, 19.35236, 12.46902], [-22.78148, 19.04522, 11.86262], [-23.98502, 19.21580, 10.94466], [-23.86191, 18.78249, 9.83639], [-25.01894, 19.69074, 11.45014], [-22.84327, 19.66639, 12.75617], [-21.83161, 19.15586, 11.33955], [-22.74429, 18.11314, 12.42648], [-17.41264, 21.68149, 16.57176], [-18.60909, 20.74131, 16.62404], [-19.24041, 20.59140, 15.56530], [-18.82392, 20.21899, 17.68849], [-17.37047, 22.25038, 17.50057], [-17.54616, 22.29924, 15.68369], [-16.54427, 21.02312, 16.54723], [-24.53072, 19.87484, 17.33316], [-24.92091, 18.49688, 16.98853], [-25.25804, 17.73606, 17.82902], [-24.73641, 18.10193, 15.89620], [-25.22383, 20.04487, 18.15705], [-24.68851, 20.55669, 16.49752], [-23.50743, 19.76640, 17.69260]], "nbo_charge": [-0.0934, -0.3577, -0.4012, -0.0405, 0.2157, 0.2287, 0.2250, 0.2243, -0.4799, 0.5142, -0.3785, -0.3724, 0.2310, 0.2428, 0.2428, -0.4762, 0.5060, -0.3665, -0.3888, 0.2454, 0.2368, 0.2433, -0.4887, 0.5212, -0.3559, -0.3814, 0.2351, 0.2430, 0.2262, -0.4862, 0.5267, -0.3856, -0.3604, 0.2343, 0.2407, 0.2305, -0.5151, 0.5384, -0.3573, -0.3840, 0.2394, 0.2308, 0.2474, -0.4849, 0.5336, -0.3947, -0.3555, 0.2326, 0.2338, 0.2352, -0.4890, 0.5444, -0.3822, -0.3855, 0.2328, 0.2356, 0.2440]}